[1]
A molecular structure, C22H61AsF6N3O10. Source: the OMol25 dataset; level of theory: the ωB97M-V functional and the def2-TZVPD basis.

```
103
C22H61AsF6N3O10 | the OMol25 dataset | the ωB97M-V functional and the def2-TZVPD basis
As 6.8103 9.7689 3.5368
F 5.8280 9.0033 2.2947
F 5.5401 10.8972 3.9222
F 7.8962 10.4476 4.7251
F 8.0486 8.5902 3.1447
F 7.3898 10.9176 2.3105
F 6.2055 8.6499 4.7170
C 6.2646 2.8093 3.8415
O 6.9876 3.9515 4.2342
C 6.5583 5.1106 3.5358
C 7.5191 5.3969 2.3648
N 8.9021 5.4465 2.9023
C 9.8813 5.1528 1.8478
C 10.3599 6.3903 1.0707
O 10.7893 7.3368 2.0184
C 11.3078 8.4986 1.4453
H 6.7689 1.9332 4.2391
H 6.1440 2.7077 2.7574
H 5.2583 2.8747 4.2789
H 6.6030 5.9780 4.1960
H 5.4920 4.9892 3.3105
H 7.2594 6.3594 1.9087
H 7.4535 4.6380 1.5840
H 9.0934 6.4303 3.0723
H 9.5182 4.4386 1.0987
H 10.7335 4.5997 2.2661
H 9.5304 6.7900 0.4692
H 11.1234 6.0808 0.3427
H 10.5689 9.0444 0.8526
H 12.2042 8.3666 0.8156
H 11.7365 9.1176 2.2384
C 12.1860 6.5907 5.1513
O 10.8242 6.2831 5.3511
C 10.2413 7.1943 6.2442
C 8.7256 7.0184 6.1881
N 8.2333 5.6311 6.2021
C 8.5144 4.9842 7.4806
C 8.0507 3.5268 7.4249
O 8.5822 2.7830 6.3540
C 8.2121 1.4416 6.5375
H 12.7105 6.8091 6.0901
H 12.2701 7.4688 4.5002
H 12.6916 5.7561 4.6653
H 10.4144 8.2699 6.1022
H 10.6318 7.0085 7.2597
H 8.4310 7.4348 5.2225
H 8.2074 7.6264 6.9471
H 7.2180 5.7296 6.2772
H 7.9626 5.4598 8.3099
H 9.5831 4.9871 7.7098
H 6.9532 3.4932 7.4014
H 8.3230 3.0961 8.4039
H 8.4661 1.0979 7.5511
H 8.7530 0.8166 5.8285
H 7.1284 1.2906 6.4477
C 7.4059 9.7047 -0.5253
O 7.7749 9.8056 -1.8865
C 9.1593 9.9761 -2.0070
C 9.5396 10.0340 -3.4773
N 9.0798 8.8151 -4.1754
C 9.3772 8.8767 -5.5886
C 8.7044 9.9692 -6.4165
O 7.3035 9.9067 -6.1610
C 6.5720 10.7816 -6.9849
H 6.3383 9.6176 -0.3273
H 7.6588 10.6351 -0.0093
H 7.8952 8.8651 -0.0231
H 9.6970 9.1657 -1.5050
H 9.5205 10.9239 -1.5848
H 10.6296 10.0537 -3.5340
H 9.0540 10.8828 -3.9686
H 8.1022 8.6861 -3.9471
H 8.9939 7.9534 -6.0344
H 10.4579 8.9113 -5.7344
H 8.7844 9.7998 -7.5000
H 9.0498 10.9977 -6.2470
H 6.6428 10.4402 -8.0229
H 6.9262 11.8042 -6.8368
H 5.5119 10.7541 -6.7385
C 3.3701 7.8036 4.7417
O 1.9844 7.4231 4.7792
H 3.6311 8.3343 5.6590
H 3.9957 6.9144 4.6688
H 3.6348 8.4328 3.8916
H 1.5271 8.1328 4.3206
C 11.2371 11.6977 5.2521
O 11.5161 11.0900 6.4964
H 10.2079 11.5239 4.9307
H 11.3954 12.7780 5.3443
H 11.8591 11.3192 4.4423
H 10.8254 11.2889 7.1296
C 4.9837 6.7250 7.4568
O 5.2636 5.5536 6.6397
H 3.9017 6.8446 7.4418
H 5.2538 6.5000 8.4943
H 5.5936 7.5535 7.1120
H 4.4444 5.0541 6.6564
C 9.5466 13.3433 1.9261
O 8.1626 13.5418 2.1484
H 9.7827 13.6582 0.9088
H 10.1638 13.8811 2.6506
H 9.7773 12.2855 2.0868
H 7.7376 12.6842 2.2960
```

The calculation puts the total energy at -125891.867 eV. As for the spin multiplicity: 1. The calculation puts the largest force on an atom at 1.653 eV/A. The HOMO-LUMO gap comes out at 7.95 eV. Its net charge is -1.

[2]
A molecular structure, C22H61ClNO13S10. Source: the OMol25 dataset; level of theory: the ωB97M-V functional and the def2-TZVPD basis.

```
108
C22H61ClNO13S10 | the OMol25 dataset | the ωB97M-V functional and the def2-TZVPD basis
C 0.6874 -3.9663 -1.3832
C -0.1316 -2.7628 -0.8902
O -0.0976 -2.6664 0.5297
C -1.0794 -1.8502 1.0590
S -0.2976 -0.3019 1.7151
O 1.0951 -0.3332 1.3286
O -1.0059 0.7887 1.0873
N -0.5747 -0.3049 3.3280
S 0.7648 -0.2968 4.2111
O 1.6360 -1.4340 4.0055
O 0.3816 -0.2194 5.6018
C 1.8000 1.1593 3.8820
Cl 0.8267 2.5166 3.2520
C 2.6535 1.5540 5.0617
C 1.9001 2.3077 6.1570
H 1.4855 -4.1962 -0.6812
H 0.0566 -4.8272 -1.5473
H 1.1315 -3.6653 -2.3220
H 0.3144 -1.9024 -1.3732
H -1.1330 -2.8962 -1.2729
H -1.5676 -2.3837 1.8610
H -1.7448 -1.5056 0.2797
H 2.4473 0.8733 3.0713
H 3.4009 2.2431 4.6791
H 3.2007 0.7051 5.4442
H 0.8722 2.0000 6.2335
H 1.9211 3.3746 6.0003
H 2.4362 2.1335 7.0810
C -5.4941 -4.1335 0.3582
S -3.7600 -3.8637 0.7618
O -3.0016 -3.9976 -0.5042
C -3.5343 -5.3948 1.6776
H -5.8365 -3.3007 -0.2517
H -5.6069 -5.0637 -0.1972
H -6.0782 -4.1711 1.2780
H -3.7687 -6.2478 1.0407
H -4.1808 -5.3890 2.5561
H -2.4950 -5.4529 1.9961
C -0.9402 1.1359 -4.3363
S 0.6739 0.4169 -4.0124
O 0.4767 -0.6831 -3.0294
C 1.3418 1.8073 -3.0983
H -1.5407 0.4058 -4.8725
H -1.4225 1.3875 -3.3908
H -0.8217 2.0237 -4.9543
H 0.7179 2.0170 -2.2288
H 1.3962 2.6800 -3.7484
H 2.3409 1.5431 -2.7708
C 5.9482 4.3019 -0.9184
S 5.0254 2.9916 -1.7377
O 3.7758 3.6029 -2.2682
C 4.5848 2.1030 -0.2447
H 6.2850 5.0041 -1.6784
H 5.3021 4.8133 -0.2051
H 6.8111 3.8724 -0.4098
H 4.0306 2.7585 0.4208
H 5.4927 1.7428 0.2415
H 3.9587 1.2552 -0.5225
C -3.0000 3.6233 -8.7152
S -1.3954 2.8691 -8.4085
O -1.6140 1.7333 -7.4756
C -0.7351 4.2227 -7.4322
H -3.6012 2.9160 -9.2820
H -3.4893 3.8433 -7.7664
H -2.8649 4.5362 -9.2952
H -1.3774 4.3960 -6.5676
H -0.6677 5.1233 -8.0430
H 0.2607 3.9411 -7.0975
C -1.2335 5.2765 9.6375
S 0.0839 4.0861 9.3374
O 0.7820 4.5088 8.1005
C -0.9933 2.7197 8.8853
H -0.7746 6.2288 9.8938
H -1.8364 5.3902 8.7367
H -1.8506 4.9330 10.4680
H -1.6094 3.0047 8.0331
H -1.6189 2.4544 9.7381
H -0.3670 1.8725 8.6134
C -5.4029 -9.0844 1.4965
S -6.0807 -8.0236 0.2127
O -7.5068 -7.7773 0.5490
C -6.0433 -9.2620 -1.0898
H -5.3739 -8.5149 2.4228
H -6.0398 -9.9596 1.6225
H -4.3921 -9.3851 1.2213
H -6.6377 -10.1255 -0.7917
H -5.0113 -9.5567 -1.2787
H -6.4656 -8.8176 -1.9878
C 1.5027 7.9075 -6.2687
S 1.4439 8.1790 -8.0450
O 0.9158 6.9320 -8.6591
C 3.2242 8.1753 -8.2945
H 0.4803 7.8332 -5.9056
H 2.0358 6.9813 -6.0553
H 1.9990 8.7511 -5.7898
H 3.6416 7.2309 -7.9464
H 3.6668 9.0104 -7.7521
H 3.4147 8.2900 -9.3590
C 2.5903 -4.7691 4.0105
S 2.5579 -4.8036 2.2155
O 2.1436 -6.1788 1.8104
C 4.3421 -4.7008 2.0034
H 1.5673 -4.8627 4.3653
H 3.1896 -5.6023 4.3823
H 3.0037 -3.8174 4.3436
H 4.8242 -5.5375 2.5116
H 4.6964 -3.7533 2.4084
H 4.5564 -4.7460 0.9379
```

The calculation puts the total energy at -172779.576 eV. As for the spin multiplicity: 1. The calculation puts the largest force on an atom at 1.967 eV/A. The HOMO-LUMO gap comes out at 7.03 eV. Its net charge is -1.

[3]
3 unconnected molecules or ions with the total composition C22H61N6O8P4S. Source: the OMol25 dataset; level of theory: the ωB97M-V functional and the def2-TZVPD basis.

```
102
C22H61N6O8P4S | the OMol25 dataset | the ωB97M-V functional and the def2-TZVPD basis
C -0.7764 -5.3845 -3.8777
C -1.9535 -4.5349 -3.3705
O -2.1703 -3.4453 -4.2462
C -2.7046 -2.3286 -3.5394
C -3.5166 -1.3990 -4.4538
O -4.5675 -1.9872 -5.1426
P -6.0659 -2.0570 -4.1987
C -6.9363 -0.7392 -5.2920
C -8.4183 -0.9945 -5.5413
C -9.3040 -0.9180 -4.2822
S -10.3173 0.5492 -4.1252
O -10.0266 1.1613 -2.8592
O -11.6986 0.2009 -4.2671
O -9.9249 1.5741 -5.2789
O -5.4601 -0.7318 -3.1947
C -4.1463 -0.3611 -3.4560
P -3.8415 1.4570 -3.7670
C -3.0355 2.0210 -2.1912
C -2.4312 1.5772 -4.9604
H -0.2574 -4.7899 -4.6271
H -1.1107 -6.3345 -4.2909
H -0.0999 -5.5905 -3.0478
H -2.8852 -5.1079 -3.3138
H -1.6999 -4.1811 -2.3654
H -3.3958 -2.7056 -2.7810
H -1.8990 -1.7543 -3.0624
H -2.8107 -0.9883 -5.1830
H -6.5581 -3.0428 -5.1468
H -7.2228 -2.3117 -3.3660
H -5.3939 -3.0657 -3.3984
H -6.4313 -0.7737 -6.2625
H -6.7530 0.2667 -4.9025
H -8.5776 -1.9366 -6.0682
H -8.7651 -0.2249 -6.2371
H -8.7622 -1.0103 -3.3459
H -10.0204 -1.7378 -4.3134
H -9.0418 1.9129 -5.0581
H -3.6210 -0.5390 -2.5006
H -3.7307 2.6284 -1.6195
H -2.1378 2.5887 -2.4382
H -2.6981 1.1485 -1.6284
H -1.9448 2.5310 -4.7514
H -1.6802 0.7959 -4.8154
H -2.7825 1.5482 -5.9887
O 0.3644 1.5193 -1.1528
P 1.4725 1.5019 -0.1574
N 0.7251 2.0478 1.2667
C 1.4549 2.5517 2.4165
C -0.4085 1.2392 1.7087
N 2.4700 2.7746 -0.7965
C 2.2738 4.1393 -0.3307
C 2.5500 2.7447 -2.2527
N 2.8114 0.6841 0.5949
C 4.1910 0.9291 0.1797
C 2.5800 -0.7782 0.6095
H 1.8834 1.7537 3.0371
H 0.7703 3.1322 3.0400
H 2.2642 3.2178 2.1332
H -0.0845 0.3215 2.2198
H -1.0321 0.9576 0.8611
H -1.0345 1.8108 2.3963
H 1.2178 4.4367 -0.3116
H 2.8119 4.8303 -0.9824
H 2.7000 4.2857 0.6620
H 1.6721 3.1918 -2.7311
H 2.6349 1.7186 -2.6150
H 3.4441 3.2828 -2.5806
H 4.3694 0.7478 -0.8844
H 4.8504 0.2691 0.7487
H 4.4914 1.9439 0.4223
H 2.6640 -1.2181 -0.3900
H 1.5793 -0.9982 0.9902
H 3.2933 -1.2702 1.2713
O 3.6559 0.1121 4.5299
P 4.8325 -0.2140 5.3877
N 4.3026 0.2194 6.9441
C 5.1940 0.4398 8.0648
C 3.0973 -0.4734 7.3917
N 5.9619 0.9713 4.8139
C 6.0392 2.2694 5.4692
C 5.9024 1.1373 3.3670
N 6.0829 -1.3245 5.8740
C 7.4446 -1.2238 5.3418
C 5.6236 -2.7251 5.7219
H 5.5402 -0.4961 8.5245
H 4.6653 1.0136 8.8294
H 6.0716 1.0159 7.7895
H 3.3140 -1.4937 7.7398
H 2.3693 -0.5355 6.5842
H 2.6284 0.0748 8.2106
H 5.0538 2.7187 5.6447
H 6.6234 2.9562 4.8548
H 6.5726 2.2046 6.4179
H 5.0683 1.7751 3.0538
H 5.7815 0.1701 2.8757
H 6.8364 1.5735 3.0021
H 7.4904 -1.2721 4.2506
H 8.0286 -2.0548 5.7457
H 7.9240 -0.3104 5.6777
H 5.5473 -3.0207 4.6706
H 4.6381 -2.8515 6.1782
H 6.3052 -3.4087 6.2279
```

The calculation puts the total energy at -97112.368 eV. As for the spin multiplicity: 1. The calculation puts the largest force on an atom at 5.309 eV/A. The HOMO-LUMO gap comes out at 5.73 eV. Its net charge is -1.

[4]
7 unconnected molecules or ions with the total composition C22H63N5O7. Source: the OMol25 dataset; level of theory: the ωB97M-V functional and the def2-TZVPD basis.

```
97
C22H63N5O7 | the OMol25 dataset | the ωB97M-V functional and the def2-TZVPD basis
C -1.5856 4.1221 -1.2428
O -0.7963 2.9868 -0.9289
C 0.6190 3.3715 -0.6555
C 1.4600 3.9957 -1.7610
C 1.7210 2.9595 -2.9523
N 2.8433 4.3313 -1.3306
H -1.1996 4.7668 -2.0324
H -1.8798 4.7379 -0.3929
H -2.4933 3.6984 -1.6727
H 0.6202 4.0313 0.2120
H 1.0410 2.4738 -0.2036
H 0.9830 4.9337 -2.0450
H 2.0753 1.9895 -2.6034
H 2.3802 3.3911 -3.7054
H 0.7782 2.7736 -3.4667
H 2.9546 4.9793 -0.5639
H 3.3293 3.5207 -0.9743
C 3.0650 -2.1880 1.1791
O 3.0120 -3.1642 2.1901
C 1.7075 -3.6285 2.4526
C 1.7765 -4.5146 3.7088
C 2.6107 -3.9773 4.9185
N 2.1859 -5.8656 3.4293
H 3.2213 -2.7585 0.2636
H 4.0374 -1.7080 1.2894
H 2.2801 -1.4367 1.0921
H 1.0438 -2.7790 2.6141
H 1.2538 -4.2227 1.6594
H 0.7080 -4.6414 3.8828
H 3.6829 -3.9030 4.7371
H 2.4538 -4.5406 5.8384
H 2.2572 -2.9604 5.0891
H 2.4182 -6.2742 4.3233
H 3.1264 -5.7755 3.0722
C 0.7204 -1.3135 -3.0059
O 0.3881 -1.4658 -4.4130
C 1.3551 -0.8064 -5.2441
C 0.9519 -0.9508 -6.7500
C 2.0886 -0.4251 -7.6461
N -0.3068 -0.3120 -7.0582
H 0.7518 -0.3028 -2.5988
H 1.6630 -1.8102 -2.7760
H -0.0855 -1.8232 -2.4778
H 1.3741 0.2306 -4.9087
H 2.3708 -1.1893 -5.1443
H 0.9296 -2.0214 -6.9539
H 1.8314 -0.3512 -8.7028
H 3.0239 -0.9772 -7.5542
H 2.3460 0.5952 -7.3622
H -0.7810 -0.7128 -6.2616
H -0.7999 -0.7831 -7.8031
C -7.0391 2.3937 -0.2010
O -5.6534 2.6183 -0.3971
C -4.9592 1.4470 -0.8952
C -4.7737 0.2165 0.1196
C -4.1203 0.6885 1.4025
N -3.9496 -0.8922 -0.4114
H -7.0830 1.6317 0.5771
H -7.5768 2.1009 -1.1028
H -7.6000 3.3104 -0.0188
H -5.4031 1.1734 -1.8523
H -3.9457 1.7321 -1.1774
H -5.7667 -0.2123 0.2546
H -3.7693 -0.0862 2.0842
H -4.8918 1.1324 2.0317
H -3.4553 1.5046 1.1201
H -3.6218 -1.5638 0.2681
H -3.0560 -0.5394 -0.7229
C -0.5828 2.1977 2.6447
O 0.2747 1.2822 3.3749
C 1.6538 1.7329 3.4368
C 2.6043 0.6165 3.8920
C 2.2835 0.1030 5.2597
N 3.9544 1.0518 3.9808
H -0.4952 3.1846 3.0991
H -1.6461 1.9610 2.6849
H -0.2314 2.2041 1.6129
H 2.0416 1.9165 2.4348
H 1.7662 2.6115 4.0721
H 2.4445 -0.1962 3.1835
H 3.0346 -0.6069 5.6061
H 1.2777 -0.3171 5.2700
H 2.2817 0.9526 5.9425
H 4.5557 0.2503 4.1081
H 4.3172 1.4109 3.1093
C -0.3149 -0.2113 0.3391
O -1.2815 0.4285 -0.4712
H -0.0605 -1.2025 -0.0363
H 0.5518 0.4449 0.4191
H -0.9311 -0.3473 1.2278
H -1.1158 1.3706 -0.5523
C -1.7862 -3.8747 0.6476
O -2.5591 -2.7423 1.2048
H -1.8727 -4.0231 -0.4287
H -0.7411 -3.6733 0.8827
H -2.0181 -4.8359 1.1063
H -2.2528 -2.6503 2.1099
```

The calculation puts the total energy at -45612.577 eV. As for the spin multiplicity: 1. The calculation puts the largest force on an atom at 2.906 eV/A. Its SMILES is COC[C@H](C)N.COC[C@H](C)N.COC[C@H](C)N.COC[C@H](C)N.COC[C@H](C)N.CO.CO. The HOMO-LUMO gap comes out at 8.32 eV. The energy above the lowest of the compared OMol25 structures with the same formula, charge and spin comes out at 63.48 kcal/mol.